Entry 1:
A 2-piece molecular cluster, C3H8F2N overall in a non-equilibrium geometry, computed with ωB97M-V/def2-TZVPD.

- Kohn-Sham gap (alpha / beta) (eV) = 7.6 / 10.2
- expectation value of S² = 2.003
- spin multiplicity = 3
- charge = +1
- HOMO (alpha / beta) (eV) = -11.161 / -18.622
- total energy (eV) = -10148.3136

Each line ends with the Mulliken charge.
Atoms and positions in Å:
C  -0.23176  -0.64528  1.15021  -0.89
C  -0.70291  -0.52510  -1.10189  -0.78
C  1.09855  0.88083  -0.22672  -0.17
N  -0.24878  0.27945  0.00455  0.49
F  2.00204  0.16911  0.42024  -0.14
F  -1.11073  1.30514  0.31442  -0.18
H  0.43417  -0.33677  1.97684  0.36
H  -1.34533  -0.60928  1.53699  0.36
H  0.04210  -1.68248  0.77990  0.37
H  -1.35894  -1.35938  -0.68655  0.35
H  -1.24716  0.02712  -1.94611  0.30
H  0.28372  -0.97737  -1.48137  0.39
H  0.91933  2.27819  0.47296  0.12
H  1.46570  1.19583  -1.21349  0.40

***

Entry 2:
C7H16AsAuN3O2S4 as an isolated structure in a non-equilibrium geometry, computed with ωB97M-V/def2-TZVPD.

- Kohn-Sham gap (alpha / beta) (eV) = 6.9 / 5.1
- expectation value of S² = 2.018
- energy above the lowest of the compared OMol25 structures with the same formula, charge and spin (kcal/mol) = 0.9
- spin multiplicity = 3
- charge = -1
- HOMO (alpha / beta) (eV) = -4.298 / -4.155
- total energy (eV) = -123957.9305

Each line ends with the Mulliken charge.
Atoms and positions in Å:
Au  -0.12400  0.52480  -0.07880  0.66
S  -0.92120  2.81040  3.33760  -0.31
As  0.81960  2.26470  2.24940  0.55
S  1.14640  0.13390  2.34810  -0.55
S  0.65560  2.87570  0.15110  -0.51
S  2.45150  3.28230  3.14580  -0.49
C  1.19890  -2.52450  -0.65790  -1.22
N  2.47950  -1.98340  -0.26540  0.26
C  3.16340  -2.75070  0.75420  -1.22
C  2.71410  -0.66120  -0.42800  0.44
N  1.79400  0.13140  -0.90260  -0.65
N  3.99010  -0.22970  -0.16470  0.29
C  4.21300  1.11810  0.30280  -0.65
C  5.13650  -0.90060  -0.72900  -1.20
H  1.31250  -3.59890  -0.80950  0.37
H  0.88180  -2.06510  -1.58840  0.37
H  0.42110  -2.32540  0.08700  0.39
H  2.42730  -3.15300  1.45230  0.42
H  3.85610  -2.13130  1.31740  0.40
H  3.70330  -3.59450  0.30860  0.31
H  2.16110  1.04750  -1.13610  0.38
H  3.35180  1.44370  0.88780  -0.14
H  4.38520  1.84050  -0.50360  0.32
H  5.08080  1.11210  0.96370  0.35
H  4.81310  -1.75450  -1.31930  0.35
H  5.82250  -1.24350  0.05420  0.32
H  5.67850  -0.21140  -1.38810  0.39
C  -4.21010  -0.16730  0.06560  -1.10
C  -2.70980  -0.04290  -0.05720  0.97
O  -2.02610  -0.91400  -0.62450  -0.71
O  -2.17080  0.98740  0.42760  -0.69
H  -4.58900  -0.87070  -0.66930  0.31
H  -4.65540  0.81460  -0.07700  0.31
H  -4.44450  -0.52160  1.06840  0.27

***

Entry 3:
C31H36BrCl3N6O5Yb as an isolated structure in a non-equilibrium geometry, computed with ωB97M-V/def2-TZVPD.

- Kohn-Sham gap (alpha / beta) (eV) = 7.2 / 7.2
- expectation value of S² = 0.751
- spin multiplicity = 2
- charge = -1
- HOMO (alpha / beta) (eV) = -4.954 / -4.958
- total energy (eV) = -191054.7515

Each line ends with the Mulliken charge.
Atoms and positions in Å:
Yb  -18.21526  -5.83919  -1.40115  0.49
N  -17.26852  -7.47610  0.20525  -0.16
C  -17.84240  -8.77982  0.22429  -0.86
C  -18.37063  -9.27914  -1.09721  -0.95
N  -19.31013  -8.30334  -1.65579  0.13
C  -20.76379  -8.35090  -1.66863  -1.15
C  -21.31812  -6.99987  -1.63644  -0.33
N  -20.49422  -6.01455  -2.34837  -0.50
H  -16.95207  -7.11736  1.12190  0.27
H  -16.44699  -7.56217  -0.31068  0.08
H  -17.13738  -9.56870  0.44846  0.52
H  -18.58593  -8.97331  0.98041  0.45
H  -17.57146  -9.47641  -1.80579  0.34
H  -18.81517  -10.26153  -0.98355  0.50
H  -19.02311  -8.02172  -2.59960  0.34
H  -21.11021  -8.91528  -2.52759  0.42
H  -21.15482  -8.95311  -0.87704  0.52
H  -22.39613  -7.03626  -1.88542  0.51
H  -21.42164  -6.59858  -0.64530  0.09
H  -20.50516  -6.19565  -3.36806  0.29
H  -20.88048  -5.11209  -2.14795  0.17
Cl  -12.53521  -1.63564  2.32572  -0.27
C  -13.89357  -2.42811  1.56478  0.42
C  -14.99654  -2.87920  2.26269  -0.68
C  -15.96557  -3.60949  1.63832  0.48
Cl  -17.43030  -4.17817  2.53745  -0.21
C  -15.98036  -3.93856  0.24817  -1.04
O  -16.79923  -4.63684  -0.38763  0.42
C  -14.84592  -3.35934  -0.43097  0.66
Cl  -14.57984  -3.56759  -2.12145  -0.17
C  -13.75105  -2.69937  0.24291  -1.15
H  -15.08720  -2.85267  3.33390  0.43
H  -12.92354  -2.36455  -0.31597  0.51
Br  -17.51929  1.56241  -5.20923  -0.25
C  -18.53170  -0.05089  -4.81932  0.00
C  -19.86046  0.06286  -4.87703  -0.35
C  -20.59007  -1.06306  -4.59085  -0.68
C  -19.98818  -2.20725  -4.15924  0.00
C  -18.59637  -2.33031  -4.23782  0.26
C  -17.86083  -1.21369  -4.52948  -0.57
C  -17.83347  -3.55271  -3.70769  0.17
O  -16.71534  -3.84428  -4.15655  -0.68
O  -18.40171  -4.16959  -2.74154  0.01
H  -20.28018  1.00923  -5.11989  0.48
H  -21.66975  -1.08708  -4.75606  0.36
H  -20.56564  -3.09273  -3.86995  0.22
H  -16.82599  -1.20373  -4.38267  0.59
C  -21.11967  -0.60469  -0.36594  -0.83
N  -20.07833  -1.32650  0.37837  0.43
C  -18.94595  -0.55326  0.72368  -0.90
C  -19.83939  -2.67631  -0.07417  -0.60
C  -20.16973  -3.81983  0.87264  0.22
C  -21.01313  -3.61977  1.91439  -0.18
C  -21.29072  -4.63194  2.79491  -0.89
C  -20.74609  -5.90030  2.59663  -0.92
C  -20.02831  -6.14867  1.41999  -0.24
C  -19.64195  -5.13706  0.52789  1.21
H  -21.13725  0.44732  -0.05481  0.42
H  -22.08921  -1.10250  -0.14602  0.23
H  -21.01032  -0.65970  -1.48793  0.11
H  -19.22277  0.29808  1.48372  0.26
H  -18.49289  0.01397  -0.09999  0.33
H  -18.11562  -1.18545  1.11345  0.28
H  -18.78858  -2.72095  -0.38929  -0.07
H  -20.30572  -2.80873  -1.06649  0.10
H  -21.33814  -2.54064  2.10155  0.18
H  -21.98735  -4.47041  3.62520  0.32
H  -20.91097  -6.66420  3.36846  0.37
H  -19.72639  -7.21406  1.22744  -0.13
C  -12.87802  -7.42991  -3.34693  -1.03
N  -14.27189  -7.11756  -3.58877  0.28
C  -14.77186  -6.87047  -4.85536  0.05
C  -16.05883  -6.68919  -5.07847  -1.15
C  -16.99570  -6.94530  -3.95449  0.51
O  -18.21863  -6.96639  -4.10707  -0.70
N  -16.45592  -7.11032  -2.68423  0.36
C  -15.15591  -7.30644  -2.52480  0.05
O  -14.67849  -7.58060  -1.42036  -0.80
H  -12.22503  -7.12109  -4.19987  0.32
H  -12.71586  -8.44833  -3.12632  0.32
H  -12.55709  -6.80768  -2.50395  0.31
H  -14.04135  -6.51541  -5.54009  0.31
H  -16.51823  -6.25707  -5.96188  0.35

***

Entry 4:
A 2-piece molecular cluster, C3H7N2OS overall in a non-equilibrium geometry, computed with ωB97M-V/def2-TZVPD.

- Kohn-Sham gap (alpha / beta) (eV) = 5.5 / 6.1
- energy above the lowest of the compared OMol25 structures with the same formula, charge and spin (kcal/mol) = 96.7
- spin multiplicity = 1
- charge = -1
- HOMO (alpha / beta) (eV) = -1.893 / -2.573
- total energy (eV) = -19085.3064

Each line ends with the Mulliken charge.
Atoms and positions in Å:
C  -1.94545  0.36090  0.17388  0.26
C  0.63627  -1.38432  1.00262  -0.64
C  0.40013  1.42539  -0.90671  -0.80
N  1.20748  -0.34529  0.17266  -0.29
N  0.45885  0.82358  0.31837  -0.42
O  -2.55435  0.67678  1.13827  -0.49
S  -2.18454  -0.49934  -1.23752  -0.40
H  0.87872  -1.19209  2.09239  0.17
H  -0.48254  -1.41226  0.74443  0.18
H  1.00459  -2.39911  0.77735  0.31
H  -0.14829  0.83106  -1.70669  0.19
H  0.00185  2.45198  -0.61826  0.29
H  1.43783  1.45332  -1.19129  0.36
H  1.28945  -0.79058  -0.75952  0.27

***

Entry 5:
A 2-piece molecular cluster, C3HCl3O overall in a non-equilibrium geometry, computed with ωB97M-V/def2-TZVPD.

- Kohn-Sham gap (eV) = 8.0
- energy above the lowest of the compared OMol25 structures with the same formula, charge and spin (kcal/mol) = 53.4
- spin multiplicity = 1
- HOMO (eV) = -9.793
- total energy (eV) = -42739.1227

Each line ends with the Mulliken charge.
Atoms and positions in Å:
C  0.89797  0.69132  0.00316  0.14
C  -0.90768  -0.77900  0.03310  -0.13
C  -0.56582  0.49970  0.00619  0.54
O  1.60861  1.59766  -0.02427  -0.16
Cl  -2.43005  -1.47124  0.04475  -0.09
Cl  -1.50541  1.89422  -0.23687  -0.10
Cl  2.84805  -0.96962  -0.06625  -0.46
H  0.05432  -1.46305  0.24018  0.26

***

Entry 6:
C15H31N2O3PSiSn as an isolated structure in a non-equilibrium geometry, computed with ωB97M-V/def2-TZVPD.

- Kohn-Sham gap (eV) = 3.9
- spin multiplicity = 1
- HOMO (eV) = -4.648
- total energy (eV) = -48173.7465

Each line ends with the Mulliken charge.
Atoms and positions in Å:
Sn  -0.03574  -0.14254  -0.06274  0.44
Si  -0.12082  1.94357  1.59600  0.78
P  1.08677  1.70694  -1.70071  0.76
N  1.80897  -0.42689  0.76912  -0.27
H  -0.96684  -0.61801  -1.62630  -0.17
C  1.32450  1.10591  -3.39622  -1.31
H  1.80749  1.88997  -3.99396  0.41
H  0.35306  0.85008  -3.83590  0.34
H  1.95964  0.21143  -3.38494  0.33
C  0.21678  3.29616  -1.89998  -1.10
H  0.74329  3.88386  -2.66480  0.42
H  0.19467  3.85460  -0.95575  0.25
H  -0.81479  3.11591  -2.23190  0.26
C  2.76940  2.13164  -1.13770  -1.14
H  3.23125  2.80765  -1.87170  0.43
H  3.36811  1.21516  -1.05369  0.27
H  2.73729  2.61734  -0.15516  0.25
C  -1.60304  3.11019  1.63417  -1.02
H  -2.53084  2.54514  1.80121  0.21
H  -1.69773  3.69168  0.70746  0.22
H  -1.46137  3.81129  2.47352  0.38
H  -0.08128  1.34450  2.95885  -0.30
H  1.06716  2.82567  1.39667  -0.26
C  2.86653  -0.85588  1.39518  -0.21
C  4.71473  -2.45387  1.67551  -0.38
C  3.53319  -2.09187  1.05750  -0.49
C  3.45418  -0.06760  2.45272  -0.04
C  4.63663  -0.44694  3.05680  -0.41
C  5.27980  -1.63527  2.66924  -0.43
H  5.21224  -3.38097  1.38638  0.33
H  3.06914  -2.70314  0.27687  0.34
H  2.92323  0.85254  2.73319  0.16
H  5.06976  0.18184  3.83647  0.33
H  6.21850  -1.92340  3.14447  0.32
C  -3.10999  0.66456  -1.08456  0.80
O  -2.23968  0.90733  -0.21138  -0.20
C  -3.50918  -0.69894  -1.51711  -1.16
H  -4.18195  -0.62204  -2.38510  0.39
H  -4.05639  -1.20402  -0.69894  0.25
H  -2.65315  -1.33935  -1.78130  0.34
C  -4.01057  1.77195  -1.55081  -1.46
H  -4.09230  1.75350  -2.64339  0.43
H  -3.66525  2.75184  -1.21947  0.27
H  -5.02572  1.59455  -1.16846  0.39
N  -1.30894  -3.25574  3.24238  -0.26
C  -1.85905  -3.63365  1.90727  -0.73
C  -1.16502  -2.70820  0.92388  0.97
O  -0.89140  -3.04018  -0.23745  -0.62
O  -0.85907  -1.57879  1.49951  -0.77
H  -0.35144  -3.61099  3.33667  0.37
H  -1.83838  -3.66305  4.01436  0.34
H  -1.28854  -2.21775  3.29023  0.32
H  -1.65337  -4.68370  1.71250  0.36
H  -2.93818  -3.46212  1.91236  0.27